## 1
Density functional theory data (ωB97M-V/def2-TZVPD) for a cluster of 2 separate species, C3H10N2S in total.

Summary:
HOMO in eV: -8.39
Gap between HOMO and LUMO in eV: 9.23

XYZ file:
```
16
Properties=species:S:1:pos:R:3:nbo_charge:R:1
S -1.14 0.63 1.13 0.22
N 2.02 1.13 -0.15 -0.88
N 2.29 -1.11 0.56 -0.70
C 2.33 -0.20 -0.36 0.30
C -1.51 0.90 -0.62 -0.75
C -1.83 -1.02 1.02 -0.77
H -1.09 0.12 -1.24 0.20
H -2.38 -1.34 0.13 0.22
H 1.98 -1.95 0.04 0.35
H -0.99 -1.75 1.04 0.23
H 2.69 -0.36 -1.39 0.14
H -1.01 1.82 -0.99 0.21
H 1.34 1.64 -0.67 0.40
H -2.56 1.00 -0.94 0.22
H -2.61 -1.07 1.79 0.23
H 2.45 1.58 0.64 0.40
```



## 2
Density functional theory data (ωB97M-V/def2-TZVPD) for a cluster of 2 separate species, C3H10N2S in total.

Summary:
HOMO in eV: -8.83
Gap between HOMO and LUMO in eV: 9.20

XYZ file:
```
16
Properties=species:S:1:pos:R:3:nbo_charge:R:1
S -0.34 -0.10 -0.14 1.21
N -0.95 0.44 1.18 -1.13
N -1.47 -1.26 -0.75 -0.65
C -0.60 1.51 -1.01 -0.75
C -2.57 -1.26 -1.37 -0.01
C 2.79 -0.57 1.47 -0.85
H -3.15 -2.11 -1.48 0.17
H 0.43 1.92 -1.10 0.23
H -0.93 1.30 -1.94 0.20
H 3.43 -0.87 2.28 0.23
H -0.72 -0.04 2.00 0.36
H 2.02 -1.00 1.06 0.20
H 3.45 0.11 0.63 0.20
H -2.72 -0.63 -2.35 0.13
H -1.23 2.14 -0.47 0.25
H 2.56 0.44 2.00 0.22
```



Which structure is the least stable? The one labeled 2.



## 1
Density functional theory data (ωB97M-V/def2-TZVPD) for an isolated molecule of C3H10N2S.

Summary:
HOMO in eV: -8.87
Gap between HOMO and LUMO in eV: 9.87

XYZ file:
```
16
Properties=species:S:1:pos:R:3:nbo_charge:R:1
S -2.32 -0.24 -0.37 -0.07
N 2.75 -0.50 -0.18 -0.85
N 0.67 0.02 1.60 -0.85
C 1.58 0.29 -0.63 -0.21
C 0.33 -0.10 0.20 -0.08
C -0.83 0.82 -0.17 -0.50
H -0.10 -0.24 2.21 0.36
H 1.46 -0.56 1.83 0.38
H 0.13 -1.15 -0.07 0.16
H 3.61 0.00 -0.38 0.36
H 1.36 0.03 -1.67 0.18
H -3.17 0.73 -0.73 0.12
H 2.77 -1.39 -0.65 0.35
H -0.67 1.36 -1.10 0.21
H -1.02 1.52 0.64 0.23
H 1.82 1.34 -0.45 0.20
```



## 2
Density functional theory data (ωB97M-V/def2-TZVPD) for an isolated molecule of C3H10N2S.

Summary:
HOMO in eV: -8.94
Gap between HOMO and LUMO in eV: 9.95

XYZ file:
```
16
Properties=species:S:1:pos:R:3:nbo_charge:R:1
S -0.58 -2.31 -0.43 -0.07
N 0.30 2.79 0.60 -0.87
N -0.23 0.82 -1.18 -0.87
C 0.37 -1.00 0.46 -0.50
C -0.13 0.48 0.23 -0.07
C 0.86 1.40 0.86 -0.25
H -1.14 0.54 0.66 0.17
H -0.84 0.14 -1.60 0.36
H 1.22 0.84 1.85 0.19
H 0.13 -1.26 1.50 0.23
H 1.67 1.28 0.06 0.22
H 0.82 3.67 0.64 0.38
H -0.11 -2.44 -1.65 0.12
H -0.56 1.82 -1.23 0.39
H -0.46 3.00 1.25 0.35
H 1.42 -1.14 0.19 0.23
```



Which structure is the least stable? The one labeled 2.



## 1
Density functional theory data (ωB97M-V/def2-TZVPD) for a structure of composition C4H6S2.

Summary:
HOMO in eV: -8.52
Gap between HOMO and LUMO in eV: 7.86

XYZ file:
```
12
Properties=species:S:1:pos:R:3:nbo_charge:R:1
S -3.04 -0.77 0.04 0.15
S -2.21 1.92 -0.02 -0.04
C 0.65 0.55 0.13 0.00
C -0.47 -0.20 0.06 -0.36
C 1.98 0.01 -0.06 -0.67
C -1.74 0.36 0.06 -0.29
H -2.40 -1.86 -0.27 0.09
H 2.30 -0.36 0.88 0.24
H 0.65 1.66 0.24 0.22
H 1.98 -0.87 -0.73 0.23
H -0.33 -1.27 -0.03 0.21
H 2.63 0.84 -0.29 0.23
```



## 2
Density functional theory data (ωB97M-V/def2-TZVPD) for a structure of composition C4H6S2.

Summary:
HOMO in eV: -8.60
Gap between HOMO and LUMO in eV: 8.56

XYZ file:
```
12
Properties=species:S:1:pos:R:3:nbo_charge:R:1
S -0.69 -1.37 -0.30 0.40
S 2.07 -0.06 0.09 0.01
C -1.73 -0.16 0.43 -0.55
C -0.61 1.96 -0.47 -0.60
C -0.61 0.85 0.51 -0.33
C 0.45 -0.15 0.02 -0.28
H -1.20 2.89 -0.17 0.22
H -2.64 0.07 -0.23 0.22
H 0.44 2.27 -0.73 0.24
H -2.16 -0.37 1.43 0.23
H -1.04 1.70 -1.39 0.21
H -0.46 1.24 1.50 0.23
```



## 3
Density functional theory data (ωB97M-V/def2-TZVPD) for a cluster of 2 separate species, C4H6S2 in total.

Summary:
HOMO (spin up / spin down) in eV: -7.80 / -8.30
Gap between HOMO and LUMO (spin up / spin down) in eV: 7.91 / 7.69

XYZ file:
```
12
Properties=species:S:1:pos:R:3:nbo_charge:R:1
S -0.78 -1.87 0.95 0.09
S -1.15 1.27 0.93 0.18
C 2.09 -0.04 0.71 -0.49
C -1.07 0.47 -0.66 -0.16
C -0.43 -0.28 0.34 -0.31
C -1.51 0.67 -1.88 -0.42
H 2.03 0.40 1.68 0.18
H 2.30 -1.09 0.63 0.18
H 2.32 0.59 -0.13 0.18
H -0.40 -1.60 2.21 0.13
H -2.09 1.54 -2.13 0.22
H -1.31 -0.05 -2.66 0.22
```



Which structure is the least stable? The one labeled 3.



## 1
Density functional theory data (ωB97M-V/def2-TZVPD) for a cluster of 3 separate species, CH6N2O in total.

Summary:
HOMO (spin up / spin down) in eV: -9.46 / -9.71
Gap between HOMO and LUMO (spin up / spin down) in eV: 9.41 / 9.69

XYZ file:
```
10
Properties=species:S:1:pos:R:3:nbo_charge:R:1
O -0.49 0.19 0.60 -0.11
N 0.33 -0.31 -0.25 -0.06
N -1.78 0.19 0.43 -0.26
C 1.61 -0.01 0.37 -0.49
H 2.29 -0.77 0.03 0.22
H 2.07 0.97 0.04 0.21
H 1.43 0.03 1.52 0.21
H -1.44 -0.30 -1.71 0.00
H -1.96 -0.68 -2.29 -0.03
H -2.07 0.67 1.26 0.30
```



## 2
Density functional theory data (ωB97M-V/def2-TZVPD) for an isolated molecule of CH6N2O.

Summary:
HOMO in eV: -8.99
Gap between HOMO and LUMO in eV: 9.91

XYZ file:
```
10
Properties=species:S:1:pos:R:3:nbo_charge:R:1
O -1.32 -0.67 0.82 -0.73
N 1.45 -0.32 -0.11 -0.69
N 0.33 0.00 -0.93 -0.47
C -1.01 0.39 -0.04 0.08
H -0.71 -1.44 0.75 0.48
H 0.66 0.82 -1.43 0.35
H 1.39 -1.16 0.52 0.34
H -1.83 0.68 -0.82 0.17
H 1.77 0.41 0.56 0.33
H -0.72 1.29 0.69 0.14
```



Which structure is the least stable? The one labeled 1.